20
Properties=species:S:1:pos:R:3:forces:R:3:lowdin_charge:R:1 method="wB97M-V/def2-TZVPD" homo_energy_ha=-0.317 e_above_lowest_kcal_mol=15.0
C 1.35314 -2.17226 1.16088 -0.115 -0.475 -1.722 0.04
C 1.11012 -1.26278 0.18129 -0.673 -1.599 3.068 -0.16
C 0.00700 -0.36756 0.00341 -1.592 2.278 1.098 -0.22
C -1.13789 -0.61654 0.64696 -1.121 1.928 -1.205 -0.08
C -2.45863 0.19761 0.66220 2.217 -1.297 -2.240 -0.06
C 0.24838 1.09437 -0.63412 0.555 -2.230 1.638 -0.84
C 1.68640 1.08096 -1.19793 -1.791 -0.140 1.616 -0.06
O -0.74433 1.37726 -1.52846 -0.611 -0.022 -1.548 -0.07
Cl 0.02957 2.35361 0.65509 0.594 0.159 0.490 0.68
H 2.21859 -2.84854 1.03918 -0.308 0.722 0.196 0.06
H 0.63289 -2.53442 1.87721 -0.189 0.447 0.318 0.05
H 1.87885 -1.09912 -0.43945 2.768 0.114 -2.238 0.03
H -1.31601 -1.56719 1.04121 0.288 -1.487 0.818 0.08
H -3.11270 -0.64060 0.44108 -0.979 0.539 -0.022 0.07
H -2.64661 0.62234 1.60138 -0.390 0.598 1.327 0.05
H -2.41736 0.94080 -0.15748 -0.482 -0.491 0.772 0.06
H 1.72379 1.97490 -1.76075 0.909 0.886 -0.651 0.07
H 1.61838 0.18964 -1.81163 0.791 0.144 -0.460 0.09
H 2.37417 0.98097 -0.31737 -0.323 0.251 -1.263 0.11
H -1.04776 2.29657 -1.46269 0.451 -0.325 0.010 0.09

---

28
Properties=species:S:1:pos:R:3:forces:R:3:lowdin_charge:R:1 method="wB97M-V/def2-TZVPD" spin_multiplicity=6 homo_energy_ha="-0.357 / -0.488" charge=+1 e_above_lowest_kcal_mol=0.0 s2=8.762
Co 0.77842 0.72797 -0.23153 -0.544 -1.128 0.216 0.89
O 0.46450 0.39749 -4.30510 0.066 -0.056 -0.235 0.23
C 0.86927 0.31580 -3.07717 0.275 -0.058 0.101 -0.43
O 0.46647 1.05782 -2.19023 -0.579 0.335 0.268 0.06
C 1.91563 -0.72479 -2.81250 0.162 -0.094 -0.038 -0.06
O 2.15429 -0.77882 -1.42480 -0.099 0.229 0.021 -0.17
C 2.03476 -2.06171 -0.80822 -0.565 -0.360 0.596 -0.05
C 0.71813 -2.16713 0.00688 1.382 -0.743 -0.694 -0.56
O 0.30300 -3.24026 0.34592 -0.185 0.450 0.105 0.14
O 0.22509 -0.99666 0.29816 -0.876 1.103 0.210 -0.11
H -0.17937 1.11685 -4.41767 -0.032 0.054 0.021 0.17
H 2.83238 -0.41339 -3.32221 -0.044 -0.012 -0.099 0.17
H 1.60252 -1.68413 -3.22780 -0.031 0.003 0.011 0.16
H 2.84840 -2.16079 -0.08976 0.083 -0.007 -0.106 0.15
H 2.07148 -2.88517 -1.51827 0.120 0.111 -0.112 0.14
S 3.23996 2.10159 1.74779 -0.326 -0.218 -0.432 0.67
C 2.21210 1.54596 0.71967 0.559 0.548 0.596 -0.74
C -2.50750 -0.04317 3.21187 -0.149 0.105 0.041 -0.04
N -1.56161 0.33255 2.17582 0.022 0.070 -0.029 0.06
C -1.69381 1.37462 1.35943 -0.104 -0.390 0.473 -0.53
N -2.71113 2.22501 1.53418 0.057 -0.008 -0.007 0.23
O -0.88660 1.57951 0.40220 0.687 0.109 -0.741 -0.06
H -2.15595 -0.95356 3.68601 0.027 -0.002 -0.011 0.10
H -3.49840 -0.23575 2.79599 0.011 -0.009 -0.015 0.10
H -2.58303 0.72764 3.98067 0.046 0.003 -0.004 0.10
H -0.84083 -0.32540 1.92269 0.037 -0.086 -0.096 0.12
H -3.33537 2.15147 2.31747 -0.021 -0.001 -0.040 0.11
H -2.78281 3.01645 0.92048 0.021 0.052 0.002 0.13

---

24
Properties=species:S:1:pos:R:3:forces:R:3:lowdin_charge:R:1 method="wB97M-V/def2-TZVPD" homo_energy_ha=-0.159 charge=-1 e_above_lowest_kcal_mol=183.9
O -1.92857 -2.27375 -0.12286 0.767 2.037 -3.592 -0.68
P -1.52811 -1.36666 -1.39435 -0.451 -2.500 4.232 0.58
Ga -1.81877 0.95390 -0.92912 0.555 1.046 -1.745 0.19
F -2.78700 1.69306 -2.42715 0.694 -0.527 1.210 -0.46
C 0.08015 1.86475 -0.85854 1.316 -0.640 0.213 -0.28
C 1.08515 0.69102 -0.22633 1.781 -1.660 1.187 -0.23
C 0.54584 -0.11913 1.13377 3.540 -1.465 -1.145 -0.05
C 1.39814 -1.34316 1.85569 1.605 2.769 -4.303 -0.04
C 2.87385 -1.72577 1.17169 -2.894 3.046 -1.086 -0.10
C 3.40335 -0.89413 -0.13997 -2.505 0.641 0.860 -0.11
C 2.55760 0.30767 -0.90525 -2.088 -2.370 4.410 -0.05
P -3.09383 1.34173 1.00688 -1.042 -0.593 0.329 0.13
S -3.30552 -0.26849 2.13824 0.163 0.124 0.346 -0.06
H -2.24016 -1.72346 -2.59470 0.611 0.030 0.171 -0.06
H -0.09434 -1.62423 -1.58529 -1.041 0.329 -0.695 -0.04
H 0.39686 2.16986 -1.96325 -0.447 -0.715 2.428 0.06
H 0.06843 2.82634 -0.18388 0.227 -1.897 -1.226 0.05
H -0.48913 0.15558 1.60740 2.046 -0.619 -1.058 0.03
H 0.95435 -1.90236 2.78964 1.042 1.239 -2.173 0.08
H 3.46460 -2.59499 1.70047 -1.046 2.026 -1.482 0.06
H 4.46892 -1.16750 -0.59884 -2.588 0.554 1.186 0.07
H 2.95218 0.86836 -1.86484 -0.869 -1.362 2.269 0.08
H -2.50213 2.41979 1.76034 -0.578 -0.017 -0.528 -0.08
H -4.46185 1.71155 0.63026 1.201 0.525 0.194 -0.07

---

23
Properties=species:S:1:pos:R:3:forces:R:3:lowdin_charge:R:1 method="wB97M-V/def2-TZVPD" homo_energy_ha=-0.344
C -1.32800 0.27165 -0.29521 0.611 -2.946 1.526 -0.42
C 3.32368 0.09253 -2.55649 -2.112 -1.153 1.847 -0.69
C -1.75586 0.18090 2.32789 -2.771 -0.831 -1.744 -0.08
C -1.19774 -0.42390 1.07736 -2.270 1.294 -0.697 -0.15
C -0.71163 -0.66218 -1.33750 2.595 1.786 -0.170 -0.03
C 1.80130 -0.94846 -2.09287 2.965 0.699 -1.610 -0.14
C 0.70346 0.06724 -1.58159 -0.466 -2.341 -0.267 -0.31
N 3.73366 1.05013 -1.83008 -4.162 -3.260 -0.183 0.07
O -1.73417 1.35024 -0.54017 -0.837 1.691 -0.466 0.14
O 1.16030 0.50719 -0.31330 0.709 0.733 -0.983 -0.04
F 1.53609 -1.74456 -3.25821 -0.325 1.741 1.579 -0.14
I 4.23211 -0.82964 -4.25504 0.113 0.499 0.197 0.81
H -2.27799 -0.53931 2.90113 -0.506 -0.860 0.648 0.07
H -2.40611 1.00160 2.24397 -1.191 1.097 -0.763 0.07
H -1.02783 0.54523 2.88473 3.546 1.487 2.756 0.03
H -0.17862 -0.33568 1.28397 1.935 -1.340 -0.450 0.09
H -1.68610 -1.37988 0.91812 0.848 -0.554 0.026 0.12
H -1.30197 -0.74925 -2.22153 -0.223 0.029 -0.715 0.12
H -0.32827 -1.60533 -1.00971 -0.835 -0.850 0.696 0.10
H 2.26571 -1.71690 -1.40773 -0.933 1.298 -0.083 0.15
H 0.54365 0.85979 -2.29105 0.270 0.510 -0.253 0.14
H 4.48687 1.49892 -2.18500 3.249 1.785 -1.279 0.00
H 1.83161 1.19467 -0.51315 -0.209 -0.511 0.387 0.10

---

21
Properties=species:S:1:pos:R:3:forces:R:3:lowdin_charge:R:1 method="wB97M-V/def2-TZVPD" homo_energy_ha="0.012 / 0.012" charge=-1 e_above_lowest_kcal_mol=98.0
C -2.36535 -0.64289 -1.37109 -2.299 1.099 0.192 -0.33
C -2.02939 0.61358 -1.95703 -1.099 0.216 0.090 -0.30
C -2.02780 1.61483 -0.91094 -0.662 -0.132 -0.507 -0.29
C -2.36876 0.97596 0.31960 -1.630 -0.257 -0.748 -0.32
C -2.66792 -0.41995 0.03990 0.082 0.352 -0.744 -0.28
Hg -0.38590 -0.05185 -0.28582 1.065 0.328 0.180 0.74
P 1.15009 -1.59260 -1.24723 0.328 -0.269 -0.512 0.49
H -2.46673 -1.58619 -1.87422 -0.003 -0.124 -0.140 0.07
H -1.79927 0.80325 -3.00938 -0.012 -0.164 0.542 0.08
H -1.79651 2.67511 -1.05542 -0.039 -0.595 0.166 0.08
H -3.01576 -1.17272 0.75863 0.315 0.447 -0.405 0.08
H -2.46253 1.43927 1.28498 -0.005 0.117 0.053 0.07
H 2.43003 -1.07199 -1.37925 0.689 0.035 -0.196 -0.20
H 0.80854 -2.03939 -2.51394 0.204 -0.456 -0.599 -0.18
H 1.31123 -2.75011 -0.49032 0.352 -0.961 0.317 -0.20
C 3.30013 0.59920 2.55644 2.005 0.358 1.518 -0.27
C 2.18853 0.39697 1.69477 0.542 -0.498 0.086 -0.44
N 1.29702 0.23347 1.00025 1.561 0.407 1.599 -0.01
H 4.25730 0.71215 1.99560 -0.815 -0.123 0.105 0.07
H 3.45025 -0.24967 3.26280 -0.349 0.471 -0.654 0.07
H 3.19282 1.51357 3.18167 -0.228 -0.250 -0.344 0.07

---

29
Properties=species:S:1:pos:R:3:forces:R:3:lowdin_charge:R:1 method="wB97M-V/def2-TZVPD" homo_energy_ha="0.047 / 0.071" charge=-2
C 1.31688 -3.15831 -1.30900 -0.480 -1.103 -1.768 -0.53
I 2.55735 -2.05814 0.33648 1.653 0.257 0.649 0.58
H 2.02178 -3.24852 -2.13733 0.041 0.111 -0.076 -0.07
H 0.47921 -2.50021 -1.53480 0.026 -0.069 0.044 -0.04
H 1.02028 -4.14075 -0.93305 0.064 0.225 -0.077 -0.06
C -1.54029 2.37109 -1.32747 -0.119 0.032 -0.167 -0.10
C -0.04191 1.21954 -0.10679 1.490 -0.436 0.340 -0.25
N -1.26731 1.78674 -0.10580 -1.093 0.280 -0.350 -0.14
H -0.28098 2.44867 -3.13717 -0.027 0.046 -0.008 0.09
I 2.60053 2.38253 1.90482 0.792 1.029 0.312 -0.03
N 0.46287 1.48677 -1.34799 -0.203 0.624 -1.007 -0.16
H -2.47367 2.85793 -1.53619 -0.135 0.023 -0.050 0.09
Sc 1.20666 0.11568 1.31057 0.052 0.025 0.064 -0.10
C -0.47106 -3.29623 0.69022 -0.937 -1.025 -0.842 -0.13
O -1.53284 -3.68054 0.50486 0.246 0.133 0.028 0.04
C -0.46578 2.17310 -2.11320 0.289 0.122 -0.039 -0.09
C 1.79815 1.15791 -1.80860 0.128 0.069 0.027 -0.08
H 2.50687 1.98586 -1.63382 -0.280 -0.242 0.056 0.07
H 1.76344 0.95233 -2.88963 -0.003 -0.056 0.293 0.08
H 2.18207 0.26040 -1.28414 -0.330 0.337 -0.283 -0.01
C -2.19767 1.83837 1.00630 0.131 -0.007 0.145 -0.03
H -3.22636 1.82221 0.61741 0.277 -0.062 0.099 0.08
H -2.05786 2.76146 1.59146 0.020 -0.167 -0.125 0.09
H -2.03892 0.97786 1.66175 -0.037 0.102 -0.169 0.07
O -1.60592 -0.77097 3.54849 -0.482 0.163 0.565 -0.34
S -0.52596 -1.33780 2.78995 1.736 -0.646 -1.880 0.34
O -0.42777 -2.80676 2.77455 -0.494 1.221 1.545 -0.39
O -0.61207 -0.85601 1.29116 -0.741 -0.751 2.493 -0.53
O 0.85028 -0.74421 3.17697 -1.583 -0.234 0.184 -0.48

---

21
Properties=species:S:1:pos:R:3:forces:R:3:lowdin_charge:R:1 method="wB97M-V/def2-TZVPD" spin_multiplicity=3 homo_energy_ha="-0.596 / -0.663" charge=+2 e_above_lowest_kcal_mol=0.0 s2=2.030
C -0.48374 1.32173 -0.98871 1.239 -1.149 -1.314 0.16
C -0.76075 -0.02272 -1.03729 -0.773 -1.049 3.246 0.12
C 0.41355 0.43294 0.98866 1.062 -2.238 -3.847 -0.06
C 1.53173 0.36056 0.09888 5.428 0.730 0.430 -0.69
C -1.50664 -2.49065 -0.35790 -2.290 -0.967 0.983 -0.09
C 1.11285 2.77014 0.33267 0.481 3.036 -1.762 0.04
C -0.51068 -1.88845 0.60630 -1.125 -0.641 1.604 -0.14
N 0.59720 1.45702 -0.07544 0.250 2.086 2.709 -0.15
N -0.13926 -0.55774 0.09191 -5.919 -1.466 0.220 -0.04
I 3.50355 -0.09771 -0.02364 -0.653 0.577 -0.088 1.24
H -0.61261 2.10532 -1.66865 -0.670 0.981 -0.943 0.15
H -1.60298 -0.66178 -1.37192 1.093 0.937 -0.934 0.14
H 0.15546 0.42429 1.99795 -0.203 0.656 1.704 0.19
H -1.12167 -2.71208 -1.33653 0.333 0.173 -0.533 0.09
H -1.76883 -3.49799 0.04702 -0.040 0.800 -0.233 0.12
H -2.51352 -1.88544 -0.44015 1.866 -1.275 0.320 0.14
H 1.41323 3.00252 1.36786 -0.228 -1.026 -0.405 0.15
H 1.86211 3.12729 -0.40403 0.628 -1.137 0.689 0.13
H 0.44479 3.55302 -0.01244 -1.237 -0.152 0.726 0.11
H 0.36989 -2.57992 0.76192 -0.592 1.066 -0.271 0.17
H -1.04163 -1.77470 1.68151 1.352 0.059 -2.305 0.20

---

24
Properties=species:S:1:pos:R:3:forces:R:3:lowdin_charge:R:1 method="wB97M-V/def2-TZVPD" homo_energy_ha=-0.656 charge=+2
O 1.72323 1.35590 -1.31621 -0.336 -0.248 0.196 0.08
C 2.00641 0.24416 -1.72858 0.061 -0.225 0.917 -0.08
C 0.87021 -0.66236 -2.20765 1.360 -1.032 0.037 -0.32
O -0.19687 0.10236 -2.57164 -1.017 0.043 -1.376 -0.12
C 0.03984 -0.77763 1.39462 -0.227 -0.666 0.937 -0.06
C -0.07212 0.65140 1.88790 1.244 -0.657 0.858 -0.09
O -1.01778 1.35335 1.06714 -0.372 -0.402 -0.197 -0.24
C -1.47311 2.57365 1.65167 -0.865 1.889 0.526 0.02
H 3.01574 -0.18331 -1.58005 -0.102 0.348 -0.431 0.18
H 0.96589 -1.24186 1.75846 -0.321 0.078 0.080 0.18
H -0.84714 -1.36562 1.65664 0.251 -0.013 0.133 0.17
H -0.41785 0.65533 2.92978 -0.020 0.051 -0.342 0.17
H 0.89416 1.17161 1.82510 -0.203 -0.060 0.039 0.17
H -2.55417 2.63591 1.49533 0.221 0.018 -0.016 0.13
H -1.27724 2.57094 2.73113 -0.010 -0.080 -0.395 0.13
H -0.96037 3.42721 1.18645 -0.125 -0.239 0.220 0.13
O 0.08192 -0.66403 -0.01074 0.775 0.089 0.284 -0.22
C 0.47790 -1.58701 -0.98946 0.686 -0.968 -0.353 -0.18
C -0.74014 -2.38722 -1.39678 -0.993 -0.402 -0.939 -0.12
O -1.85496 -1.92445 -1.30115 1.073 0.004 0.413 0.13
In -0.69516 0.96561 -0.91515 -0.251 1.536 -0.808 1.42
H 1.30225 -2.23982 -0.66232 -0.178 0.345 0.049 0.20
H -0.53399 -3.35530 -1.89631 -0.187 0.168 0.207 0.17
H 1.26333 -1.31883 -3.00816 -0.466 0.421 -0.036 0.20